{"formula": "C11H19InN2O10", "method": "the ωB97M-V functional and the def2-TZVPD basis", "lumo_energy_ha": 0.16945, "e_homo_ha": 0.03535, "charge": -2, "orbital_gap_ev": 3.65, "species": ["In", "C", "O", "O", "O", "C", "O", "O", "O", "N", "O", "O", "O", "C", "C", "C", "C", "C", "C", "N", "O", "C", "C", "C", "H", "H", "H", "H", "H", "H", "H", "H", "H", "H", "H", "H", "H", "H", "H", "H", "H", "H", "H"], "positions_angstrom": [[1.6999, -0.9797, 1.2853], [3.1844, -1.1441, -1.2246], [4.3018, -0.6476, -1.3030], [2.8351, -1.5633, -2.3385], [2.5573, -1.0910, -0.2321], [3.2979, 0.9075, 1.8098], [4.1635, 1.4332, 1.0979], [2.0480, 1.0087, 1.7135], [3.6213, -0.2626, 1.8178], [-0.5683, -2.2588, 1.8319], [-0.2573, -1.0502, 1.7269], [-1.7426, -2.5832, 1.6301], [0.3513, -2.9569, 1.6917], [-0.0438, 2.5305, -0.7011], [-0.3075, 1.4146, 0.3029], [-1.8623, 1.5271, 0.7856], [-2.8823, 0.6680, 0.0408], [-2.3335, -0.7731, -0.0583], [-0.9365, -0.8554, -0.8067], [0.0102, -0.0375, -0.1215], [1.3133, -0.1958, -0.3945], [-0.5221, -2.3215, -0.7257], [-1.0939, -0.5629, -2.3802], [0.5876, 1.6936, 1.4609], [-0.6683, 3.4061, -0.5238], [0.9525, 2.9697, -0.7521], [-0.3595, 2.1902, -1.6873], [-1.9093, 1.4801, 1.8736], [-2.1085, 2.5866, 0.7153], [-3.9044, 0.6504, 0.4191], [-3.0257, 1.1233, -0.9391], [-3.1093, -1.2229, -0.6779], [-2.3428, -1.0469, 0.9967], [-1.1407, -2.9880, -1.3268], [-0.4906, -2.7577, 0.2727], [0.4407, -2.5144, -1.1990], [-2.1088, -0.6782, -2.7605], [-0.3296, -1.0354, -2.9972], [-1.0263, 0.5219, -2.4617], [1.6044, 1.9485, 1.1619], [0.0699, 2.3441, 2.1657], [0.7851, 0.7563, 1.9810], [1.2493, 0.3668, -1.1697]]}



{"formula": "C11H19InNOP", "method": "the ωB97M-V functional and the def2-TZVPD basis", "lumo_energy_ha": 0.00491, "e_homo_ha": -0.20456, "charge": 0, "orbital_gap_ev": 5.70, "species": ["C", "C", "C", "C", "C", "In", "P", "H", "H", "H", "H", "H", "H", "H", "H", "O", "C", "C", "C", "C", "C", "C", "N", "H", "H", "H", "H", "H", "H", "H", "H", "H", "H", "H"], "positions_angstrom": [[-0.4114, 0.2559, -4.8241], [-1.2193, 1.2068, -4.1168], [-0.3406, 2.1062, -3.4344], [0.9952, 1.6901, -3.6853], [0.9573, 0.5460, -4.5293], [-0.3927, -0.4663, -2.1836], [-0.1668, -3.0002, -1.9304], [-0.7707, -0.4641, -5.5590], [-2.2970, 1.3103, -4.2065], [-0.6418, 3.0155, -2.9158], [1.8167, 0.0569, -4.9797], [1.8918, 2.2211, -3.3798], [1.0296, -3.5833, -2.4695], [-1.2128, -3.6818, -2.6372], [-0.2626, -3.4863, -0.5753], [0.6211, 0.1475, -0.2991], [0.5478, 0.0973, 0.9728], [0.4630, 1.3540, 1.7771], [-0.7433, 1.4384, 2.7150], [-0.5348, 0.7050, 4.0382], [-0.4700, -0.8097, 3.8622], [0.7393, -1.2734, 3.0600], [0.6137, -1.0853, 1.6027], [1.3964, 1.4199, 2.3548], [0.4219, 2.1842, 1.0619], [-0.9359, 2.4968, 2.9300], [-1.6518, 1.0591, 2.2303], [0.3928, 1.0578, 4.5095], [-1.3674, 0.9458, 4.7119], [-0.4025, -1.2823, 4.8524], [-1.3909, -1.1809, 3.3920], [1.6417, -0.7705, 3.4392], [0.8775, -2.3444, 3.2201], [0.8065, -1.8860, 0.9956]]}



{"formula": "C11H19IrN6S", "method": "the ωB97M-V functional and the def2-TZVPD basis", "lumo_energy_ha": -0.30384, "e_homo_ha": -0.55968, "charge": 2, "orbital_gap_ev": 6.96, "species": ["Ir", "N", "C", "S", "N", "N", "C", "C", "C", "C", "C", "C", "N", "H", "H", "H", "H", "H", "H", "H", "C", "C", "C", "C", "N", "N", "H", "H", "H", "H", "H", "H", "H", "H", "H", "H", "H", "H"], "positions_angstrom": [[1.5486, -0.4530, 1.0139], [0.0595, -2.7584, -2.2545], [0.2583, -2.1461, -1.0935], [0.8167, -0.4611, -1.1357], [-0.0329, -2.7442, 0.0385], [0.1383, -1.8704, 1.0762], [-0.6343, -1.9308, 2.0986], [-0.5595, -0.7735, 2.9744], [-1.2851, -0.5974, 4.1329], [-1.1989, 0.6252, 4.7894], [-0.3953, 1.6266, 4.2678], [0.3166, 1.3818, 3.1093], [0.2398, 0.2031, 2.4703], [0.2861, -2.3203, -3.1312], [-0.4148, -3.6493, -2.2683], [-1.3708, -2.7181, 2.1983], [-1.9113, -1.3954, 4.5068], [-1.7637, 0.7956, 5.6962], [-0.3212, 2.5930, 4.7452], [0.9511, 2.1344, 2.6622], [5.6899, -1.6054, 0.2597], [4.2778, -1.9565, 0.7179], [4.1648, -2.0064, 2.2370], [3.7846, -3.2529, 0.0903], [3.3433, -0.8998, 0.1797], [3.4468, 0.4372, 0.7212], [6.3684, -2.4164, 0.5197], [6.0681, -0.6973, 0.7337], [5.7329, -1.4747, -0.8237], [4.8744, -2.7382, 2.6193], [3.1674, -2.3223, 2.5549], [4.4140, -1.0629, 2.7304], [4.3898, -4.0774, 0.4644], [3.8906, -3.2371, -0.9965], [2.7425, -3.4502, 0.3467], [3.3980, -0.8663, -0.8415], [3.6369, 1.1488, 0.0188], [4.1291, 0.5072, 1.4725]]}



{"formula": "C11H19N2O7PS", "method": "the ωB97M-V functional and the def2-TZVPD basis", "lumo_energy_ha": 0.00535, "e_homo_ha": -0.34795, "charge": 0, "orbital_gap_ev": 9.61, "species": ["C", "C", "C", "C", "C", "O", "C", "N", "O", "S", "O", "O", "O", "C", "P", "O", "O", "H", "H", "H", "H", "H", "H", "H", "H", "H", "H", "H", "H", "C", "C", "C", "C", "N", "H", "H", "H", "H", "H", "H", "H"], "positions_angstrom": [[-0.0115, -0.0943, 4.6342], [-0.1644, -0.0431, 3.4530], [-0.4322, -0.1555, 1.9899], [-1.9795, -0.3064, 1.9256], [-2.5204, -1.2469, 0.8402], [-3.8461, -0.8311, 0.4939], [-2.5818, -2.7147, 1.2601], [-3.2108, -2.8847, 2.5917], [0.1066, 0.9464, 1.2505], [0.9927, 0.4372, 0.0143], [0.1975, -0.0655, -1.0406], [2.0496, 1.2982, -0.3352], [1.6047, -0.8317, 0.8166], [0.4331, -1.3601, 1.4852], [0.8348, -2.7040, 2.7724], [2.4344, -2.4535, 3.0339], [0.8062, -4.1430, 1.9497], [-0.1345, -0.3350, 5.6614], [-2.3714, 0.6969, 1.7330], [-2.3191, -0.5824, 2.9215], [-1.9079, -1.1898, -0.0691], [-3.7901, -0.4807, -0.3967], [-1.5985, -3.2038, 1.2818], [-3.1947, -3.2946, 0.5663], [-3.6109, -3.8135, 2.6312], [-2.5040, -2.8501, 3.3192], [-0.0159, -1.9760, 0.6937], [2.9200, -2.8467, 2.2914], [-0.0439, -4.5618, 2.1103], [1.2257, 3.1638, -2.9939], [1.7094, 2.7564, -4.3804], [2.9041, 3.5823, -4.8656], [2.5605, 4.9886, -5.0732], [2.2909, 6.0919, -5.2362], [0.8516, 4.1896, -2.9919], [0.4104, 2.5137, -2.6752], [2.0246, 3.0842, -2.2566], [0.8845, 2.8378, -5.0912], [2.0032, 1.7049, -4.3548], [3.2669, 3.1696, -5.8090], [3.7262, 3.5074, -4.1514]]}



{"formula": "C11H19N3", "method": "the ωB97M-V functional and the def2-TZVPD basis", "smiles": "CCC[N@@+]1(C)Cc2cccc[n+]2N1C", "lumo_energy_ha": -0.28904, "e_homo_ha": -0.65210, "charge": 2, "orbital_gap_ev": 9.88, "species": ["C", "C", "C", "N", "C", "C", "C", "C", "C", "C", "C", "N", "N", "C", "H", "H", "H", "H", "H", "H", "H", "H", "H", "H", "H", "H", "H", "H", "H", "H", "H", "H", "H"], "positions_angstrom": [[-0.0600, 2.4536, 3.5635], [0.7440, 1.5943, 2.5467], [-0.0976, 1.4234, 1.2427], [0.4224, 0.2425, 0.2968], [1.9262, -0.0619, 0.2995], [-0.4784, -1.0409, 0.7511], [-0.5972, -1.7105, -0.5575], [-1.3405, -2.8473, -0.8485], [-1.6506, -3.1653, -2.1397], [-1.2268, -2.3348, -3.1993], [-0.5258, -1.1958, -2.8521], [-0.3678, -0.8727, -1.5540], [-0.0832, 0.3944, -0.9740], [0.5068, 1.3195, -1.9786], [0.5337, 3.2144, 3.9224], [-0.8960, 2.9408, 3.0219], [-0.3342, 1.8547, 4.3468], [1.0829, 0.6113, 2.9377], [1.7718, 2.0250, 2.3658], [-1.1778, 1.2577, 1.5202], [-0.0535, 2.2881, 0.5793], [2.4045, 0.8264, -0.0266], [2.2642, -0.2144, 1.3508], [2.1783, -0.9688, -0.4456], [-1.3761, -0.6757, 1.1553], [0.0997, -1.4692, 1.5352], [-1.7501, -3.4025, -0.0191], [-2.3046, -3.9953, -2.3093], [-1.4193, -2.5451, -4.1754], [-0.2926, -0.4586, -3.5977], [1.1955, 1.9355, -1.4213], [1.1328, 0.8429, -2.7232], [-0.2308, 1.7343, -2.6137]]}



{"formula": "C11H19NO", "method": "the ωB97M-V functional and the def2-TZVPD basis", "lumo_energy_ha": [0.03316, 0.03256], "e_homo_ha": [-0.23287, -0.22251], "charge": 0, "orbital_gap_ev": [7.24, 6.94], "species": ["C", "C", "C", "C", "C", "C", "C", "C", "C", "C", "C", "N", "O", "H", "H", "H", "H", "H", "H", "H", "H", "H", "H", "H", "H", "H", "H", "H", "H", "H", "H", "H"], "positions_angstrom": [[1.9102, 0.0175, -0.0949], [1.4279, 1.4368, -0.0867], [-0.0665, 1.7604, -0.1638], [-0.7380, -0.4114, -1.3083], [-0.9196, 0.5511, -0.2402], [0.0278, -1.3666, -0.3704], [-0.5880, 2.8212, 0.9255], [-2.1122, -0.9332, -1.9168], [-2.0898, 0.3636, 0.6802], [-0.6401, -2.4704, 0.3614], [3.7092, -1.1711, 0.8499], [1.2264, -1.0489, -0.0112], [3.2516, -0.0286, 0.1333], [1.9217, 1.9610, 0.7500], [2.0145, 2.0056, -0.9015], [-0.3555, 2.3697, -0.9765], [-0.1671, 0.0082, -2.1941], [-0.7301, 2.4145, 1.8999], [-1.5386, 3.2176, 0.6721], [0.1773, 3.5847, 1.0630], [-2.4095, -0.1028, -2.7018], [-2.8692, -0.9983, -1.1981], [-2.0468, -1.8229, -2.3706], [-2.2167, -0.6944, 1.0219], [-2.9829, 0.5006, 0.1099], [-1.9843, 0.9140, 1.6515], [-0.1627, -2.7033, 1.2221], [-0.6306, -3.3551, -0.3173], [-1.6697, -2.2568, 0.5870], [3.3882, -1.9884, 0.2443], [3.1382, -1.3224, 1.7408], [4.7250, -1.2518, 0.9395]]}